Entry 1:
ORCA calculation (wB97M-V/def2-TZVPD) on a molecular structure, C50H32ClN6SY at a distorted geometry.

Values from the calculation:
HOMO   -7.044 eV
Calculated total energy   -3149.99722 a.u.
Gap between HOMO and LUMO   5.576 eV
Strongest force on any atom   1.1 eV/A

Geometry as XYZ:
```
91
Properties=species:S:1:pos:R:3:forces:R:3
Y 0.69653 0.40571 -0.57450 0.77 0.40 -0.35
C 3.91556 2.30112 6.27649 -0.01 0.01 -0.07
C 4.29841 2.86242 5.06469 -0.07 -0.07 0.02
C 3.63460 2.51008 3.89783 0.05 0.05 -0.02
C 2.58487 1.59509 3.92285 -0.04 0.04 -0.10
C 2.20734 1.03767 5.14185 -0.01 -0.01 0.04
C 2.86817 1.38937 6.31171 0.02 0.01 -0.04
C 1.88720 1.21627 2.65362 0.09 -0.10 -0.05
C 2.04524 -0.13652 2.24439 -0.01 -0.04 0.08
C 2.83195 -1.15173 2.91317 -0.01 0.06 0.01
C 2.67705 -2.30954 2.22045 0.00 -0.07 -0.06
C 1.79306 -2.03877 1.10530 -0.03 -0.11 0.06
N 1.46390 -0.71815 1.16044 -0.19 -0.27 0.57
C 1.33203 -2.98119 0.14684 0.07 0.13 0.14
C 0.52300 -2.74352 -0.99158 -0.03 -0.12 0.04
C -0.05216 -3.74475 -1.86324 -0.01 -0.05 -0.01
C -0.81456 -3.09505 -2.78243 0.01 0.03 -0.02
C -0.72698 -1.67727 -2.49375 -0.16 -0.06 0.05
C -1.45805 -0.64224 -3.14039 0.04 0.02 0.05
C -2.22253 -1.07290 -4.35279 0.17 0.07 -0.01
C -3.61313 -1.07330 -4.39023 -0.06 0.00 0.02
C -4.28591 -1.48798 -5.53252 0.07 0.00 -0.02
C -3.57294 -1.90366 -6.65069 -0.02 0.02 0.06
C -2.18459 -1.90344 -6.62195 -0.03 0.03 0.08
C -1.51527 -1.49101 -5.47787 0.03 -0.04 -0.09
C -1.54688 0.72725 -2.78526 -0.05 -0.05 -0.04
N -0.93214 1.32845 -1.72694 -0.68 0.03 -0.07
C -1.30095 2.63528 -1.65396 -0.10 -0.02 0.11
C -0.92613 3.54516 -0.63354 0.04 -0.02 0.04
C -1.47358 4.93311 -0.76250 0.06 -0.08 -0.04
C -1.01534 5.76571 -1.77943 0.03 0.08 -0.05
C -1.50970 7.05610 -1.91631 -0.01 -0.07 0.05
C -2.47239 7.52721 -1.03379 0.01 -0.03 0.01
C -2.93775 6.70257 -0.01705 0.04 -0.02 -0.05
C -2.44080 5.41270 0.11669 -0.03 0.02 0.02
C -0.10833 3.30014 0.50022 -0.09 -0.02 0.02
C 0.19228 4.23901 1.55971 0.01 0.02 0.00
C 0.95651 3.59102 2.47834 0.01 0.05 0.04
C 1.16396 2.24251 1.99964 0.01 -0.01 0.01
N 0.51210 2.12479 0.80566 -0.34 0.34 0.52
C -2.20184 2.89576 -2.75778 0.00 0.06 -0.03
C -2.34079 1.73783 -3.45376 -0.02 0.00 -0.04
N 0.08920 -1.52971 -1.41844 -0.48 -0.48 -0.07
C 1.75372 -4.39702 0.37460 0.00 0.08 -0.11
C 2.57396 -5.03126 -0.55525 0.04 -0.03 -0.06
C 2.98581 -6.34116 -0.35398 -0.02 0.02 0.02
C 2.57729 -7.03414 0.77795 -0.02 0.06 -0.01
C 1.75482 -6.41016 1.70728 0.01 0.03 -0.03
C 1.34670 -5.09789 1.50689 -0.02 0.00 0.04
H 4.43381 2.57338 7.18699 -0.02 -0.01 0.00
H 5.11803 3.56842 5.02308 -0.01 -0.01 0.02
H 3.93750 2.94033 2.95000 -0.01 -0.01 0.02
H 1.38855 0.32704 5.16959 0.02 0.03 0.00
H 2.56384 0.94905 7.25293 0.00 0.01 -0.01
H 3.44215 -0.99553 3.78790 -0.01 -0.01 -0.01
H 3.14112 -3.25916 2.43294 -0.01 0.02 0.01
H 0.09135 -4.81133 -1.77975 0.01 0.06 0.01
H -1.39514 -3.54240 -3.57395 0.02 0.03 0.02
H -4.17020 -0.75147 -3.51731 0.02 -0.01 -0.01
H -5.36838 -1.48871 -5.54644 0.01 0.00 -0.01
H -4.09851 -2.22580 -7.54045 0.00 0.00 0.01
H -1.61914 -2.22008 -7.48916 -0.02 0.00 0.01
H -0.43090 -1.48432 -5.45122 -0.03 0.00 0.00
H -0.25895 5.39698 -2.46283 -0.02 0.01 0.01
H -1.13717 7.69223 -2.70909 -0.01 0.00 0.01
H -2.85806 8.53319 -1.13824 0.00 -0.01 0.01
H -3.69172 7.06190 0.67175 0.01 0.00 -0.01
H -2.80803 4.76667 0.90598 0.01 0.01 -0.02
H -0.13830 5.26458 1.60309 -0.01 -0.03 -0.01
H 1.33793 3.99672 3.40270 -0.01 -0.04 -0.04
H -2.67265 3.84198 -2.97521 0.03 -0.04 0.02
H -2.93331 1.58444 -4.34196 0.02 -0.01 0.04
H 2.89725 -4.48260 -1.43344 0.00 -0.02 0.03
H 3.63256 -6.81617 -1.08026 0.00 -0.01 0.00
H 2.90033 -8.05506 0.93545 -0.01 0.00 0.01
H 1.43171 -6.94606 2.59051 -0.01 0.00 0.00
H 0.70589 -4.60402 2.23041 0.03 -0.04 -0.03
Cl -1.26794 -1.08897 5.00762 -0.03 -0.07 -0.21
C -1.62259 -1.38213 3.32642 0.01 0.03 0.26
C -2.17068 -2.58199 2.91585 -0.03 -0.10 0.06
C -2.44361 -2.74190 1.56802 0.00 0.01 -0.01
C -2.14242 -1.70492 0.69810 0.02 0.06 0.01
N -1.59659 -0.55533 1.09754 0.14 -0.08 -0.04
C -1.35114 -0.39795 2.39750 0.02 0.22 -0.16
H -2.37736 -3.36157 3.63757 -0.01 0.00 -0.03
H -2.87220 -3.66052 1.19045 0.00 0.02 0.01
H -2.32790 -1.80502 -0.36522 0.00 0.00 0.02
H -0.90623 0.54120 2.70818 -0.01 -0.01 -0.02
S 3.34144 -1.31906 -3.85471 -0.15 0.36 0.38
C 2.84005 -0.27916 -2.71790 0.12 -0.46 -0.41
N 2.44301 0.45312 -1.88015 0.92 0.18 -0.62
```
Forces are in eV/Å.


Entry 2:
ORCA calculation (wB97M-V/def2-TZVPD) on a molecular structure, C9H13CoN5S3 at a distorted geometry.

Values from the calculation:
HOMO (spin up / spin down)   -19.158 / -19.573 eV
Net charge   +3
Spin multiplicity   5
Calculated total energy   -3200.81913 a.u.
Gap between HOMO and LUMO (spin up / spin down)   8.506 / 5.302 eV
Strongest force on any atom   3.0 eV/A

Geometry as XYZ:
```
31
Properties=species:S:1:pos:R:3:forces:R:3
Co -0.24042 0.04711 -0.27635 0.80 0.07 -0.52
N 1.70479 0.47461 -0.38199 1.62 -0.90 -0.69
N 2.06700 0.88618 -1.68119 0.55 0.22 -0.58
C 1.15229 1.02794 -2.65864 -0.40 0.41 -0.12
N 1.49326 1.47141 -3.86002 1.07 -0.31 0.63
S -0.50149 0.71976 -2.29314 -0.81 0.32 -1.63
H 2.01941 1.16114 0.29745 0.16 0.15 0.01
H 2.21415 -0.41408 -0.19460 -0.26 0.80 0.06
H 3.05022 0.93430 -1.90926 0.18 0.10 0.17
H 2.46452 1.67029 -4.12573 -0.48 -0.08 0.30
H 0.83878 1.55450 -4.62125 -0.43 -0.09 0.09
C 0.67738 -3.35241 -0.89993 -0.27 0.04 -0.35
C -0.15287 -2.89041 0.25497 -0.05 -0.05 0.74
N -0.27025 -1.65682 0.67510 -0.35 0.19 0.24
C -1.06343 -1.46722 1.82580 0.26 2.36 -0.62
C -1.56929 -2.64669 2.27136 -0.41 -2.70 0.36
S -1.06622 -3.99727 1.27603 -0.27 1.41 0.92
C -1.33950 -0.05115 2.21584 1.96 -0.88 -2.12
C -2.19912 0.55691 3.08493 -1.71 0.32 1.43
S -2.35197 2.26608 2.84214 0.26 -1.69 -0.02
C -1.22150 2.11186 1.51810 1.18 0.65 -0.33
N -0.70276 0.92390 1.38626 -1.68 -1.09 0.74
C -0.76830 3.26023 0.65284 -0.24 0.42 0.04
H 1.01616 -2.52550 -1.55080 -0.35 -0.25 0.40
H 0.08756 -4.05668 -1.51065 0.24 0.20 0.15
H 1.57616 -3.89556 -0.56883 -0.31 0.06 0.17
H -2.18519 -2.83330 3.15206 0.09 0.05 -0.27
H -2.80788 -0.01343 3.80154 0.21 0.67 -0.12
H -1.28660 4.16122 0.99316 0.19 0.04 -0.29
H -0.95745 3.12745 -0.43931 -0.24 -0.21 0.85
H 0.32255 3.44563 0.72413 -0.51 -0.25 0.34
```
Forces are in eV/Å.


Entry 3:
ORCA calculation (wB97M-V/def2-TZVPD) on a molecular structure, CHF3O2P at a distorted geometry.

Values from the calculation:
HOMO   -5.457 eV
Net charge   -1
Relative energy (zero: lowest compared OMol25 entry of this formula, charge and spin)   218.72 kJ/mol
Calculated total energy   -830.24136 a.u.
Gap between HOMO and LUMO   9.811 eV
Strongest force on any atom   2.3 eV/A

Geometry as XYZ:
```
8
Properties=species:S:1:pos:R:3:forces:R:3
C -0.97983 -0.34191 -0.13619 -0.13 1.35 0.09
O 1.05847 1.60582 1.10180 0.01 -2.15 -0.70
O 1.76104 0.74046 -1.23680 0.13 -0.10 -0.73
F -1.47208 -1.03954 -1.26188 0.74 1.03 1.02
F -1.94897 0.66876 0.12667 1.06 -1.06 -0.74
F -1.18734 -1.20956 0.88116 0.24 -0.31 0.12
P 1.17363 0.49326 0.08608 -1.65 -0.50 0.58
H 1.59507 -0.91729 0.43917 -0.39 1.74 0.36
```
Forces are in eV/Å.


Entry 4:
ORCA calculation (wB97M-V/def2-TZVPD) on a molecular structure, C36H33AsCoN4O at a distorted geometry.

Values from the calculation:
HOMO (spin up / spin down)   -13.839 / -13.834 eV
Net charge   +2
Spin multiplicity   2
Calculated total energy   -5303.96228 a.u.
Gap between HOMO and LUMO (spin up / spin down)   8.689 / 8.685 eV
Strongest force on any atom   4.1 eV/A

Geometry as XYZ:
```
76
Properties=species:S:1:pos:R:3:forces:R:3
Co -0.07187 1.09557 -1.24486 -0.02 -0.03 -0.01
C -1.30221 3.77719 -0.92505 0.08 -0.04 -0.09
N -1.40089 2.46862 -0.26039 0.07 -0.04 -0.08
C -0.77183 2.46773 1.06631 -0.13 0.08 0.04
C 0.72943 2.54225 0.96003 0.09 0.09 -0.12
C 1.50275 3.22009 1.88082 0.10 -0.24 0.26
C 2.88236 3.07316 1.82296 -0.17 -0.39 0.67
C 3.45438 2.19213 0.90966 -0.41 3.46 -2.13
C 2.62840 1.86242 -0.16228 -0.23 -0.67 0.10
N 1.29962 1.93910 -0.10244 -0.08 -0.33 0.12
C -2.73230 1.84443 -0.32496 -0.05 0.05 0.01
C -2.78565 0.58292 -1.16314 0.01 0.00 -0.03
C -3.90305 -0.23738 -1.12502 0.00 0.05 -0.04
C -3.94229 -1.35693 -1.93564 -0.01 0.00 -0.01
C -2.87044 -1.61996 -2.77848 0.01 0.03 -0.01
C -1.78839 -0.76633 -2.74929 -0.03 0.01 -0.07
N -1.74382 0.30906 -1.95454 0.16 0.01 0.13
C -0.49436 3.73494 -2.20499 0.00 0.00 -0.03
C -0.34497 4.86979 -2.98886 -0.03 -0.03 0.01
C 0.40950 4.79653 -4.14482 0.00 0.00 0.00
C 0.99366 3.58598 -4.49411 -0.03 -0.02 0.01
C 0.80067 2.50189 -3.66552 -0.01 0.01 -0.06
N 0.07436 2.57541 -2.54086 -0.01 -0.06 0.05
H -0.83736 4.49901 -0.24843 -0.01 0.00 0.00
H -2.29725 4.16272 -1.15565 0.01 0.03 0.03
H -1.04553 1.52781 1.55046 0.09 0.00 0.02
H -1.13212 3.28547 1.70135 -0.05 -0.02 -0.01
H 1.03394 3.84247 2.63092 0.01 -0.01 0.02
H 3.51505 3.60263 2.52408 -0.03 0.05 -0.01
H 4.45981 2.46362 0.60094 0.48 -1.12 0.61
H 3.04580 1.44086 -1.06923 -0.05 -0.01 -0.02
H -3.43721 2.54919 -0.77255 -0.04 0.00 0.09
H -3.10362 1.62938 0.67926 0.01 -0.02 0.00
H -4.72830 0.00525 -0.46882 0.00 -0.01 0.02
H -4.80071 -2.01478 -1.91638 -0.01 0.00 -0.01
H -2.86814 -2.47466 -3.43932 -0.01 0.00 -0.01
H -0.91890 -0.93845 -3.37048 0.02 -0.02 0.03
H -0.81808 5.79578 -2.68991 0.00 0.01 0.00
H 0.54031 5.67005 -4.76882 0.00 0.00 0.00
H 1.58424 3.48191 -5.39225 0.01 0.00 0.00
H 1.23054 1.53572 -3.89774 0.01 0.00 0.01
O 0.09081 -0.60693 -0.34683 0.07 0.05 -0.03
As 0.40035 -1.78590 0.80394 0.02 0.02 -0.08
C -1.24586 -2.16793 1.68479 -0.01 0.00 0.03
C -1.84551 -1.18174 2.46675 0.01 0.00 0.03
C -3.10564 -1.39686 2.99974 0.01 0.01 0.00
C -3.76781 -2.59289 2.74739 -0.02 0.00 0.00
C -3.16295 -3.58063 1.98554 0.02 -0.02 0.00
C -1.89634 -3.37462 1.45349 0.00 -0.01 0.03
C 1.75245 -1.15804 1.98976 -0.09 0.29 -0.08
C 2.91847 -0.75000 1.35375 -0.45 0.53 -0.57
C 3.85918 0.04052 1.99820 0.97 -3.59 1.61
C 3.75380 0.10347 3.39416 -0.27 0.53 0.20
C 2.64887 -0.39696 4.07055 -0.09 0.39 -0.07
C 1.60342 -0.97655 3.36053 0.05 -0.11 -0.02
C 1.04814 -3.32282 -0.10630 -0.08 -0.06 0.05
C 2.16938 -4.00066 0.35834 -0.02 -0.03 0.03
C 2.58908 -5.15023 -0.29709 0.01 0.02 0.00
C 1.88549 -5.61749 -1.39670 0.00 -0.01 -0.01
C 0.76589 -4.93590 -1.85964 -0.02 0.01 0.00
C 0.34318 -3.78463 -1.21630 0.07 0.05 -0.07
H -1.31881 -0.26073 2.69039 -0.01 0.00 -0.03
H -3.56706 -0.64180 3.62234 0.00 0.00 0.01
H -4.75309 -2.75989 3.16158 0.00 0.00 0.01
H -3.67188 -4.51874 1.81010 0.00 0.00 0.01
H -1.42003 -4.15770 0.87710 -0.01 0.02 -0.03
H 3.05014 -0.96297 0.29576 0.01 -0.09 0.04
H 4.88268 -0.12787 1.66607 0.00 1.39 -0.65
H 4.54731 0.58103 3.95656 0.05 -0.16 0.06
H 2.59578 -0.32905 5.14863 0.00 0.02 0.00
H 0.71412 -1.31913 3.87532 0.02 -0.04 0.01
H 2.71314 -3.64414 1.22458 -0.01 -0.01 0.00
H 3.46375 -5.68053 0.05354 0.00 -0.01 0.01
H 2.20979 -6.51944 -1.89788 0.01 0.00 -0.01
H 0.22381 -5.30632 -2.71925 0.00 0.00 -0.01
H -0.51958 -3.23855 -1.58088 -0.02 -0.02 0.03
```
Forces are in eV/Å.


Entry 5:
ORCA calculation (wB97M-V/def2-TZVPD) on a single C4H7N3 molecule at a distorted geometry.

Values from the calculation:
HOMO   -8.260 eV
Relative energy (zero: lowest compared OMol25 entry of this formula, charge and spin)   193.23 kJ/mol
SMILES   C/C=C1/CNN=N1
Calculated total energy   -320.80970 a.u.
Gap between HOMO and LUMO   9.152 eV
Strongest force on any atom   1.0 eV/A

Geometry as XYZ:
```
14
Properties=species:S:1:pos:R:3:forces:R:3
C 1.59054 1.69801 0.33084 0.11 0.00 -0.02
C 0.20473 1.16225 0.15224 0.07 -0.16 -0.06
C -0.08820 -0.11131 -0.11389 0.09 0.31 -0.22
C -1.44942 -0.75800 -0.12767 0.05 0.21 0.21
N -1.05549 -2.14450 -0.28993 -0.06 0.04 0.16
N 0.28430 -2.25683 -0.43343 0.10 0.33 0.10
N 0.86851 -1.15749 -0.27769 0.05 -0.24 -0.30
H 1.74438 2.03892 1.36238 -0.03 -0.05 -0.13
H 2.33846 0.93612 0.10305 -0.09 0.11 0.03
H 1.75491 2.56529 -0.31706 0.02 -0.10 0.05
H -1.76845 -0.52910 0.88605 -0.95 -0.43 0.02
H -0.61299 1.87561 0.27675 0.10 -0.25 -0.06
H -2.18595 -0.43652 -0.87894 0.35 0.07 0.23
H -1.62533 -2.88244 -0.67271 0.19 0.16 0.01
```
Forces are in eV/Å.


Entry 6:
ORCA calculation (wB97M-V/def2-TZVPD) on a molecular structure, C12H24ClMgO10 at a distorted geometry.

Values from the calculation:
HOMO   -11.665 eV
Net charge   +1
Relative energy (zero: lowest compared OMol25 entry of this formula, charge and spin)   72.62 kJ/mol
Calculated total energy   -1884.29761 a.u.
Gap between HOMO and LUMO   8.976 eV
Strongest force on any atom   1.8 eV/A

Geometry as XYZ:
```
48
Properties=species:S:1:pos:R:3:forces:R:3
Mg -0.08181 0.13883 0.10538 -0.46 0.66 -1.58
Cl -0.45550 1.30423 -1.91921 -0.21 -0.11 0.15
C -2.19235 -3.56856 0.39224 0.90 0.13 1.41
O -1.68726 -3.51304 -0.93533 -0.94 -0.44 -0.02
C -0.78439 -2.65735 -1.28237 0.74 0.73 -1.14
O -0.33047 -1.73272 -0.62313 0.02 -0.34 0.85
O -0.42004 -2.90408 -2.52320 -0.15 -0.60 0.28
C 0.72808 -2.27190 -3.05929 0.91 0.86 -1.00
H -3.23022 -3.87897 0.42532 0.06 -0.09 -0.47
H -2.07036 -2.64318 0.95852 -0.16 0.32 -0.51
H -1.55222 -4.26575 0.93639 -0.33 -0.33 -0.08
H 1.57401 -2.20966 -2.37573 -0.32 -0.04 0.35
H 0.49784 -1.28781 -3.46970 -0.24 0.14 0.50
H 1.08984 -2.82743 -3.92348 -0.41 -0.51 0.21
C -2.85561 1.46132 2.90489 0.23 -0.01 -0.46
O -3.73702 0.86753 1.95450 -0.78 0.15 0.29
C -3.26388 0.29511 0.88230 -0.65 -0.11 0.54
O -2.08176 0.26984 0.59668 0.34 -0.54 -0.18
O -4.28377 -0.27261 0.26213 0.71 0.55 -0.57
C -4.05133 -0.85692 -1.04114 0.24 -0.77 0.61
H -3.50591 1.82976 3.69111 0.16 -0.08 0.09
H -2.32478 2.27912 2.42165 0.06 -0.02 0.14
H -2.15105 0.70383 3.24746 0.01 0.16 0.23
H -3.02660 -1.22352 -1.07587 -0.05 0.14 -0.21
H -4.24139 -0.17671 -1.86564 -0.09 0.22 0.24
H -4.73391 -1.70283 -1.02985 -0.02 0.06 -0.43
C 2.79761 1.20219 -2.54415 -0.23 0.37 -0.41
O 3.46396 0.08846 -1.93244 0.02 -0.11 0.75
C 2.92751 -0.42804 -0.83940 0.98 0.38 -1.16
O 1.90781 -0.05877 -0.29549 -0.25 0.03 0.56
O 3.70948 -1.39592 -0.43287 0.18 -0.56 0.46
C 3.56424 -1.82035 0.92398 0.04 -0.45 0.69
H 3.45535 1.61811 -3.30404 0.11 -0.56 -0.14
H 2.63503 2.03538 -1.86079 -0.29 -0.40 0.34
H 1.86551 0.82344 -2.95153 -0.07 0.49 -0.06
H 4.02150 -2.79694 1.06511 0.09 0.00 -0.56
H 2.52398 -1.92072 1.22673 -0.05 0.25 -0.12
H 4.11093 -1.14687 1.58313 -0.21 0.24 -0.07
C 2.37840 2.84657 1.16009 0.22 -1.17 0.40
C 0.92052 2.76727 1.50378 -0.25 0.75 -1.26
O 0.26049 1.78892 1.17296 0.10 0.02 1.00
C 0.22117 3.97797 2.06086 0.08 -0.48 0.32
H 2.64290 3.54366 0.36711 -0.30 0.51 0.35
H 2.67497 1.87185 0.77767 -0.03 -0.03 0.08
H 2.93932 3.00211 2.08357 0.16 0.47 -0.17
H 0.64590 4.30922 3.00934 0.19 -0.04 -0.05
H -0.82529 3.73554 2.21864 -0.02 0.17 -0.11
H 0.33060 4.80042 1.35310 -0.02 -0.02 -0.06
```
Forces are in eV/Å.